# 1
This record from OMol25 describes C10H30BaN2O11 as an isolated structure. The level of theory is ωB97M-V/def2-TZVPD.

* max |F|: 6.1 eV/Å
* charge: 0
* energy above the lowest of the compared OMol25 structures with the same formula, charge and spin: 36.7 kcal/mol

```
54
Properties=species:S:1:pos:R:3:forces:R:3:mulliken_charge:R:1
Ba 0.58989 0.11071 -0.49476 0.09 -0.61 -1.56 1.539
N 2.56746 2.40233 -2.61700 -0.53 3.87 -1.72 0.860
O 3.72582 2.72050 -2.61984 2.26 0.85 0.12 -0.632
O 1.67019 3.19511 -2.96648 -0.35 0.32 0.18 -0.632
O 2.26239 1.28428 -2.31394 -1.79 -5.40 2.12 -0.603
N -1.28385 -3.10572 -1.62843 -0.33 -3.16 -2.26 0.870
O -0.83021 -2.22475 -0.92485 1.63 2.28 3.12 -0.494
O -0.91267 -4.27186 -1.62015 1.39 -0.78 1.65 -0.676
O -2.11867 -2.83327 -2.45335 -2.64 2.07 -1.78 -0.687
C 0.23703 3.94200 2.53711 -0.76 -0.31 -1.37 -1.383
C 1.02001 2.93491 1.67424 0.15 1.71 1.21 0.020
O 0.32268 2.63282 0.47744 -0.21 -0.95 0.29 -0.224
H -0.09814 4.73952 1.87399 0.64 0.78 0.24 0.428
H 0.74725 4.27046 3.44259 -0.07 0.07 -0.27 0.365
H -0.74201 3.51289 2.75028 0.10 -0.46 0.66 0.310
H 1.17181 2.12212 2.38447 -0.06 -0.95 -0.81 0.107
H 1.99272 3.33588 1.38934 0.10 0.01 0.14 0.351
H -0.26716 3.34903 0.23100 0.12 0.24 -0.03 0.118
C 1.68909 -2.49286 3.78762 -0.69 -1.38 -0.83 -1.286
C 1.25304 -1.32518 2.90266 1.83 0.64 2.16 -0.216
O 0.79583 -1.64941 1.63613 -0.08 -0.64 -0.45 -0.040
H 2.08704 -2.25515 4.77415 -0.45 0.35 -0.07 0.366
H 2.47268 -3.06452 3.29035 0.32 0.32 -0.24 0.326
H 0.90691 -3.25120 3.82263 -0.36 0.05 0.66 0.363
H 2.22977 -0.84301 2.86237 -0.28 0.95 -0.83 0.278
H 0.53206 -0.65161 3.36588 0.04 0.01 0.42 0.207
H 0.05255 -2.23538 1.79668 -0.22 -0.47 -0.67 0.120
C -3.15744 0.68175 2.92542 0.18 0.03 -0.66 -1.335
C -2.77903 0.81985 1.41573 -0.71 0.34 1.27 -0.405
O -1.58134 0.10065 1.19099 0.45 0.25 -0.26 0.072
H -3.40701 -0.33525 3.22794 -0.40 -0.14 -0.40 0.430
H -3.95712 1.35715 3.22948 -0.05 -0.10 -0.12 0.364
H -2.28533 0.88944 3.54541 0.17 0.44 -0.19 0.306
H -2.63989 1.87423 1.17694 0.64 0.04 0.17 0.297
H -3.54003 0.53934 0.68751 -0.28 -0.57 0.33 0.338
H -1.69290 -0.78174 1.55229 -0.15 -0.19 -0.15 0.049
C 3.05983 -2.52332 -3.16199 1.62 -0.07 0.74 -1.104
C 3.29588 -2.10672 -1.68123 0.34 0.26 -1.72 -0.198
O 2.06835 -2.28296 -1.04426 -0.99 0.27 1.41 -0.224
H 3.93450 -2.23261 -3.74384 -0.06 0.31 -0.20 0.384
H 2.16979 -2.03278 -3.55606 0.07 -0.11 0.12 0.235
H 3.02903 -3.60649 -3.27982 -0.50 0.00 0.19 0.334
H 3.57105 -1.05237 -1.65418 -0.09 0.26 -0.12 0.165
H 4.07975 -2.59846 -1.10518 0.18 -0.48 -0.51 0.399
H 2.17182 -2.94104 -0.35301 -0.44 -0.06 -0.01 0.153
C -3.39829 0.66068 -3.46189 -1.64 -0.05 0.48 -1.322
C -2.18575 1.04091 -2.62573 -1.36 1.59 -1.95 -0.053
O -1.34372 -0.05436 -2.57750 1.27 0.52 0.89 -0.364
H -4.20408 1.38642 -3.57197 0.57 1.01 -0.14 0.421
H -4.03025 -0.05260 -2.93277 0.51 -0.92 0.01 0.366
H -3.17100 0.29738 -4.46411 0.31 -0.10 0.26 0.282
H -2.47350 1.51108 -1.68539 -0.17 -0.54 0.73 0.037
H -1.73496 1.88794 -3.14286 0.77 -0.27 -0.14 0.351
H -1.87205 -0.79451 -2.26984 -0.10 -1.14 -0.10 0.265
```
Positions in Å, forces in eV/Å.

=====

# 2
This record from OMol25 describes C32H76O26P4 as an isolated structure. The level of theory is ωB97M-V/def2-TZVPD.

* max |F|: 14.4 eV/Å
* charge: 0
* energy above the lowest of the compared OMol25 structures with the same formula, charge and spin: 1028.3 kcal/mol

```
138
Properties=species:S:1:pos:R:3:forces:R:3:mulliken_charge:R:1
C -2.34591 4.15248 -1.15697 -1.08 1.49 1.21 -0.638
O -2.39598 2.81040 -1.54890 -2.47 -1.83 -1.07 -0.597
P -3.75623 2.00912 -2.02451 -0.64 0.52 0.48 0.152
O -4.36105 2.75387 -3.19908 4.16 -4.62 12.69 -0.561
O -3.34994 0.46279 -2.25437 -0.46 2.83 2.90 -0.267
C -2.92490 0.07567 -3.53252 0.24 -2.67 1.19 0.541
O -4.82276 2.04517 -0.76944 1.82 -0.60 -3.41 -0.403
C -4.49376 1.28824 0.36905 -0.09 0.53 1.55 -0.273
H -3.34587 4.55743 -1.00145 -0.23 -0.18 0.25 0.678
H -1.89518 4.89921 -1.81069 0.25 -0.74 -0.83 0.272
H -1.76772 4.17684 -0.23328 -0.59 -0.11 -0.33 -0.031
H -3.66799 0.14816 -4.32667 -1.08 -0.26 3.56 0.687
H -2.70352 -0.99003 -3.59062 0.03 -0.42 0.92 0.415
H -2.03328 0.53517 -3.95909 -1.26 -0.53 2.08 -1.037
H -4.68457 2.08530 1.08765 0.36 -0.82 1.09 0.290
H -3.46667 0.92461 0.39995 0.13 0.21 -0.05 -0.147
H -5.14641 0.43198 0.53924 -0.21 0.15 -0.31 0.296
C 1.69422 -2.14350 -1.13824 1.30 -0.66 -1.69 1.447
O 2.68148 -2.52657 -2.12172 0.62 0.57 -0.16 -0.489
P 2.61664 -3.77602 -3.08238 0.80 -1.23 -0.55 0.923
O 3.62634 -3.77261 -4.18143 -1.72 0.56 1.34 -0.808
O 1.04782 -3.98444 -3.45262 0.83 1.60 -1.10 -0.324
C 0.36786 -3.03072 -4.38800 -1.59 -1.21 1.36 -0.753
O 2.80192 -5.01222 -2.08384 -0.67 0.27 -1.71 -0.419
C 3.52532 -4.93337 -0.88826 0.18 -0.70 0.81 -0.092
H 1.36696 -2.99555 -0.54242 0.64 0.10 -0.51 -0.122
H 0.87361 -1.75371 -1.74054 1.18 -0.86 0.32 -0.852
H 2.10764 -1.34445 -0.52284 -0.06 -0.72 -0.87 -0.455
H -0.55185 -2.80045 -3.85021 0.01 0.33 0.42 0.141
H -0.08210 -3.58906 -5.20891 1.00 -0.07 -0.40 0.447
H 0.77973 -2.06028 -4.66498 0.97 -0.54 0.07 0.329
H 2.75310 -5.02430 -0.12438 0.45 0.50 0.60 0.055
H 4.19397 -4.07519 -0.82087 -0.64 -0.05 0.12 -0.162
H 4.16532 -5.80934 -0.78258 -0.07 -0.19 -0.29 0.421
C 1.49907 4.46491 3.95625 1.78 1.43 -1.77 -0.727
O 0.65829 3.41146 3.71231 -2.14 -4.10 1.05 0.172
P 0.89491 1.88095 4.26112 2.44 2.06 -0.58 0.267
O 2.01680 1.77335 5.22492 -1.14 0.25 -0.80 -0.882
O 1.07316 0.93603 2.87484 5.16 5.92 2.85 1.031
C 2.28356 0.96080 2.07405 0.65 8.84 0.80 -1.090
O -0.56135 1.42115 4.88407 -2.74 9.05 1.65 -0.410
C -1.27917 2.24759 5.83934 -0.10 2.26 -1.22 -0.890
H 1.16478 5.23179 4.65501 -0.19 -0.46 0.30 0.241
H 1.48730 4.87688 2.94718 0.45 1.08 0.20 0.152
H 2.53105 4.14575 4.10204 -0.08 0.03 0.59 0.330
H 3.26752 0.76152 2.49857 -1.27 5.15 2.00 0.773
H 2.40853 1.88446 1.50896 -1.05 0.85 -0.34 0.615
H 2.24375 0.09044 1.41907 -0.44 5.17 1.48 -0.498
H -2.15599 2.69439 5.37066 0.09 0.06 -0.67 0.324
H -0.61748 3.08972 6.04206 -0.26 -0.06 0.92 0.340
H -1.77758 1.79658 6.69740 1.24 -0.97 0.14 0.319
C -0.43818 1.30231 -4.45702 2.59 -0.75 -2.74 -0.965
O -1.54948 2.12621 -4.66666 -1.33 1.02 -1.25 -0.225
P -2.67408 1.75782 -5.77904 -0.77 4.07 -2.43 1.080
O -3.31607 0.47338 -5.49445 -0.17 1.46 -8.28 -0.588
O -3.64587 3.12225 -5.86040 3.81 -3.25 -1.82 -0.301
C -4.68179 3.56551 -5.03196 -3.14 2.33 -4.92 -0.566
O -1.84605 1.76577 -7.21972 -1.10 0.43 1.36 -0.368
C -2.51434 1.66627 -8.51509 -0.14 -0.47 0.10 -0.737
H -0.48396 0.30707 -4.89918 -0.72 -0.34 0.15 0.387
H -0.05150 1.26626 -3.43854 -1.68 -0.82 -2.57 -0.531
H 0.37189 1.68283 -5.07918 0.29 0.55 0.06 0.464
H -4.62696 4.65113 -4.95115 0.36 -0.10 0.34 0.270
H -4.73927 2.92980 -4.14841 -1.96 1.73 -5.03 0.395
H -5.67911 3.35304 -5.41707 -0.15 0.11 -1.43 0.294
H -1.92530 1.04661 -9.19123 0.46 0.04 0.39 0.284
H -2.64497 2.62804 -9.01110 0.06 0.18 0.54 0.285
H -3.47255 1.14904 -8.46582 -0.11 0.20 0.43 0.314
O 1.29754 -0.09863 0.56934 -3.91 -0.33 -8.22 -1.715
C 0.12155 -0.28607 0.72223 -4.99 3.32 -0.58 0.393
O -0.83937 -0.40088 -0.27194 0.43 4.59 -0.37 0.316
C -0.53468 0.04109 -1.63808 1.64 -0.58 0.73 0.546
C -0.06073 1.50037 -1.66395 0.32 -0.40 1.35 -0.039
C -0.59079 -0.27663 2.08108 -4.02 1.27 -4.94 -0.071
H -1.34985 -0.17978 -2.32716 0.05 0.25 1.14 -0.351
H 0.20090 -0.71083 -1.92380 -0.09 1.58 -0.69 0.333
H 0.34933 1.81814 -2.62258 0.60 0.78 2.44 0.630
H 0.71219 1.77928 -0.94777 -0.21 -0.94 0.11 0.275
H -0.95267 2.09285 -1.46026 1.14 -0.40 -0.15 0.386
H -0.80325 -1.30107 2.38687 -1.28 1.56 -1.25 -0.486
H -1.58354 0.16971 2.02325 -0.10 0.55 -0.63 0.341
H -0.03318 0.16863 2.90504 -1.53 -2.88 -6.21 0.575
O 0.36189 -6.37867 1.56188 -3.21 3.13 1.67 -0.637
C -0.56529 -5.62600 2.01899 2.93 -1.48 -4.76 0.931
O -1.03401 -4.52312 1.36676 -1.43 -0.55 3.46 -0.267
C -0.84848 -4.06930 0.06789 2.74 0.28 -0.31 -0.972
C -0.77947 -2.53005 -0.04822 -3.09 -3.04 -0.54 0.375
C -1.28386 -5.92285 3.24459 0.76 -0.47 2.08 -1.000
H -1.60577 -4.56108 -0.54267 0.41 0.17 -0.45 0.403
H 0.19572 -4.32455 -0.11266 -0.09 -1.12 -1.13 0.348
H -1.79329 -2.21510 -0.29540 -0.15 0.09 0.64 0.773
H -0.23866 -2.26519 -0.95678 -0.96 -0.91 1.09 -0.428
H -0.42403 -2.01297 0.84306 -0.69 -1.78 -0.73 -0.615
H -2.34231 -5.69886 3.37736 0.19 -0.13 -0.58 0.310
H -0.75546 -5.40505 4.04507 -0.15 0.61 0.07 0.139
H -0.95506 -6.92791 3.50884 -0.80 -0.34 -0.21 0.401
O 3.30214 -0.50333 2.26237 6.48 -12.76 1.55 -0.438
C 2.89490 -1.47488 1.67208 1.26 -4.37 0.02 -0.349
O 3.63682 -2.29528 0.85606 -0.23 0.80 0.00 0.008
C 5.07158 -2.23433 0.79687 0.10 0.53 0.70 -0.483
C 5.53863 -1.89845 -0.57973 -0.10 0.10 -0.95 -0.966
C 1.47660 -1.96219 1.88975 6.00 0.52 0.27 1.713
H 5.37908 -3.23322 1.10634 0.27 0.04 -0.02 0.329
H 5.47974 -1.49133 1.48204 -0.29 -0.11 0.40 0.419
H 6.62353 -1.90075 -0.68498 0.05 -0.54 0.19 0.472
H 5.28420 -0.89142 -0.91029 -0.47 0.07 0.25 0.301
H 5.05736 -2.59599 -1.26523 0.49 0.29 -0.35 0.165
H 0.97818 -0.99488 1.82661 1.18 -3.47 1.93 -1.260
H 1.43677 -2.14327 2.96387 3.39 -1.40 -2.90 -0.781
H 1.20507 -2.72374 1.15870 0.07 0.04 1.25 0.366
O 0.28720 6.89857 0.68892 -3.51 -4.28 1.72 -0.636
C -0.52227 5.95291 1.02327 3.71 2.91 -2.24 0.733
O -0.26183 4.63318 0.79178 -0.36 0.39 1.42 -0.257
C 0.93583 4.06122 0.28874 1.16 0.09 -2.88 1.251
C 0.92412 4.13278 -1.31464 0.61 0.83 0.43 -0.964
C -1.91143 6.13254 1.60349 0.11 0.98 -0.81 -0.875
H 0.97391 2.97740 0.39826 -0.96 0.19 1.01 -1.059
H 1.83827 4.39211 0.80276 -0.14 0.66 -0.25 0.710
H 1.30415 4.99582 -1.86127 -0.50 0.97 0.86 0.435
H -0.10947 3.93743 -1.60038 0.60 0.13 -0.20 -0.209
H 1.57297 3.42770 -1.83421 -0.09 -0.70 0.78 0.464
H -2.68357 5.70640 0.96294 0.26 -1.08 0.39 0.186
H -2.23291 7.16447 1.46255 0.71 0.37 0.66 0.359
H -1.93251 5.83061 2.65064 -0.27 -0.14 -0.22 0.203
O -0.11007 -2.13767 3.10285 -2.11 -5.82 7.07 -0.277
C 0.40923 -1.67384 4.10571 -4.04 -0.48 3.36 0.502
O 1.15661 -2.35904 5.01878 -0.04 1.28 -0.52 -0.386
C 1.62303 -3.67933 4.76927 0.00 -0.74 -1.54 1.134
C 2.64063 -4.27067 5.69108 0.77 -0.42 0.33 -1.672
C -0.11012 -0.29465 4.61428 2.57 -5.96 1.31 -0.813
H 2.02033 -3.72149 3.75514 0.01 0.18 -0.03 -0.008
H 0.81464 -4.41047 4.76345 -0.46 0.42 0.02 -0.278
H 2.15136 -4.75622 6.53544 0.35 0.11 0.14 0.354
H 3.54367 -3.74200 5.99626 -0.54 0.86 0.18 0.379
H 3.12561 -5.02131 5.06703 -0.35 -0.61 0.11 0.421
H -1.07596 -0.39687 5.10905 0.12 -1.14 -0.32 0.182
H -0.20212 0.36372 3.75046 -1.73 -2.90 4.41 0.800
H 0.57497 0.14851 5.33701 0.57 -2.28 0.23 0.709
```
Positions in Å, forces in eV/Å.

=====

# 3
This record from OMol25 describes one molecule with the formula C16H22N6OS. The level of theory is ωB97M-V/def2-TZVPD.

* SMILES: CCCCNc1nc(N)nc2c1CN(C(=O)c1csc(C)n1)CC2
* max |F|: 5.4 eV/Å
* charge: 0
* energy above the lowest of the compared OMol25 structures with the same formula, charge and spin: 81.8 kcal/mol

```
46
Properties=species:S:1:pos:R:3:forces:R:3:nbo_charge:R:1
C -2.00348 -3.81920 2.65791 1.33 1.70 -0.73 -0.598
C -0.70019 -4.24086 1.85111 -1.91 -1.23 0.34 -0.399
C -0.77337 -3.81283 0.38219 0.44 0.59 0.58 -0.420
C 0.63655 -3.41756 -0.08821 -1.92 0.19 -2.66 -0.208
N 0.58784 -2.73788 -1.43850 1.11 -0.52 3.22 -0.592
C -0.22773 -1.66843 -1.69165 2.11 -3.89 -2.04 0.431
N -0.56685 -1.84031 -2.95110 0.93 -0.21 0.71 -0.546
C -1.32708 -0.93585 -3.42631 -1.42 -2.35 -3.52 0.541
N -1.66946 -1.24652 -4.67274 -1.65 0.72 -2.50 -0.779
N -1.94413 0.05391 -2.94071 -0.97 3.50 4.03 -0.524
C -1.54665 0.27697 -1.66847 1.44 0.73 -1.35 0.333
C -0.59681 -0.58001 -1.02936 -2.12 4.26 2.62 -0.254
C -0.19320 -0.17447 0.37204 -0.45 -0.68 1.67 -0.220
N 0.15365 1.25569 0.51922 -0.16 1.70 -0.51 -0.432
C 0.83228 1.76562 1.64062 0.15 -1.37 -0.07 0.657
O 1.00279 1.05219 2.61881 -0.27 -0.30 -0.05 -0.612
C 1.50819 3.12396 1.76757 0.16 2.23 -0.44 0.029
C 1.66287 3.84393 2.93887 -1.11 -1.23 -0.81 -0.397
S 2.25865 5.41378 2.74852 0.44 -0.44 -0.56 0.423
C 2.50289 5.02370 1.07250 0.04 -1.87 0.26 0.067
C 3.37361 5.76351 0.16821 -1.27 1.45 0.50 -0.653
N 2.05995 3.86057 0.72275 -0.64 -0.91 -0.30 -0.442
C -0.33720 2.12712 -0.61311 0.44 0.04 1.94 -0.203
C -1.68840 1.72982 -1.20644 -0.36 -1.11 1.09 -0.463
H -2.83558 -4.45948 2.46430 -0.58 -0.43 -0.30 0.204
H -2.31503 -2.71925 2.38903 0.65 -2.01 0.62 0.195
H -1.76100 -3.89047 3.71954 -0.24 0.21 0.01 0.210
H 0.13371 -3.74060 2.33518 0.25 -0.24 0.06 0.200
H -0.61820 -5.37469 1.90475 0.29 1.39 0.25 0.203
H -1.43079 -2.91236 0.43677 0.36 -0.60 -0.86 0.201
H -1.14996 -4.59804 -0.30278 -0.20 0.58 0.47 0.212
H 1.24768 -4.27797 -0.16746 0.59 -1.04 -0.38 0.203
H 1.12668 -2.83030 0.61411 0.71 1.45 1.23 0.189
H 0.63580 -3.28714 -2.29321 0.01 -0.14 0.70 0.410
H -0.94750 -1.72961 -5.12565 0.50 -0.74 -1.21 0.385
H -2.25804 -0.58172 -5.16247 0.51 -0.26 -0.08 0.386
H -1.06729 -0.43063 1.05021 0.90 0.41 -0.44 0.199
H 0.63235 -0.79834 0.74630 -0.15 0.41 -0.16 0.227
H 1.31812 3.53958 3.87270 -0.53 -0.51 1.40 0.242
H 4.37745 5.72949 0.50658 1.01 0.22 0.45 0.230
H 2.94041 6.77661 0.29179 0.91 0.03 -1.19 0.222
H 3.33762 5.27045 -0.78591 -0.30 0.42 -0.61 0.247
H -0.42551 3.14912 -0.22351 0.34 -0.20 -0.20 0.220
H 0.44945 2.06387 -1.35771 -0.21 0.33 -0.49 0.205
H -2.61676 1.89741 -0.59014 1.18 -0.11 -0.09 0.230
H -1.77833 2.38719 -2.05611 -0.36 -0.17 -0.59 0.242
```
Positions in Å, forces in eV/Å.

=====

# 4
This record from OMol25 describes one molecule with the formula C4H3NO2. The level of theory is ωB97M-V/def2-TZVPD.

* SMILES: O=Cc1ncco1
* max |F|: 0.7 eV/Å
* charge: 0
* energy above the lowest of the compared OMol25 structures with the same formula, charge and spin: 30.4 kcal/mol

```
10
Properties=species:S:1:pos:R:3:forces:R:3:nbo_charge:R:1
O -1.71773 0.44328 2.19474 -0.06 0.22 -0.38 -0.478
C -1.61292 0.59792 1.00451 -0.04 -0.10 0.53 0.370
C -0.34024 0.50000 0.27050 0.22 -0.46 -0.11 0.331
N -0.29551 0.45277 -1.02549 -0.04 -0.24 0.41 -0.396
C 0.85779 -0.23931 -1.30316 0.12 -0.19 -0.02 -0.128
C 1.46340 -0.57427 -0.13440 0.03 -0.05 -0.37 0.089
O 0.73217 -0.08074 0.88790 -0.57 0.05 -0.35 -0.371
H -2.46894 0.65005 0.30828 -0.02 0.34 0.18 0.142
H 1.07969 -0.54412 -2.31253 0.28 0.16 0.06 0.224
H 2.30227 -1.20559 0.10964 0.07 0.28 0.04 0.218
```
Positions in Å, forces in eV/Å.

=====

| no. | calculated total energy (eV) |
| --- | --- |
| 1 | -37046.595 |
| 2 | -124773.413 |
| 3 | -38771.076 |
| 4 | -9780.367 |